(1)
{
  "formula": "C15H35N4O13",
  "method": "wB97M-V/def2-TZVPD",
  "symbols": ["C", "C", "O", "N", "H", "H", "C", "H", "H", "H", "H", "H", "H", "C", "C", "O", "N", "H", "H", "C", "H", "H", "H", "H", "H", "H", "C", "C", "O", "N", "H", "H", "C", "H", "H", "H", "H", "H", "H", "C", "C", "O", "N", "H", "H", "C", "H", "H", "H", "H", "H", "H", "O", "C", "O", "O", "H", "O", "C", "O", "O", "H", "O", "C", "O", "O", "H"],
  "positions_angstrom": [[2.59, 6.25, 0.70], [2.97, 5.03, 1.36], [3.11, 4.95, 2.55], [3.15, 3.81, 0.44], [3.25, 4.11, -0.51], [4.04, 3.41, 0.71], [1.95, 2.84, 0.62], [1.58, 6.17, 0.32], [3.36, 6.64, 0.04], [2.37, 6.93, 1.53], [1.71, 2.37, 1.57], [2.09, 2.06, -0.13], [1.04, 3.41, 0.44], [0.94, -4.05, -4.49], [0.47, -3.47, -3.12], [0.72, -4.01, -2.00], [-0.44, -2.22, -3.17], [-1.13, -2.43, -3.87], [-1.00, -2.13, -2.33], [0.36, -0.98, -3.52], [0.87, -3.34, -5.31], [0.47, -4.99, -4.80], [2.01, -4.21, -4.34], [1.09, -1.01, -4.33], [0.95, -0.63, -2.67], [-0.23, -0.16, -3.93], [-1.79, 3.24, 2.01], [-1.05, 4.27, 2.75], [-0.03, 4.10, 3.36], [-1.67, 5.65, 2.78], [-0.91, 6.25, 2.47], [-2.36, 5.65, 2.04], [-2.49, 5.80, 4.10], [-2.68, 2.92, 2.55], [-1.19, 2.34, 1.93], [-2.03, 3.57, 1.00], [-3.37, 5.19, 4.29], [-2.69, 6.86, 4.25], [-1.79, 5.48, 4.87], [2.82, -5.53, 0.65], [2.58, -4.20, 1.28], [2.62, -4.01, 2.49], [2.39, -2.99, 0.34], [2.87, -2.24, 0.81], [2.87, -3.24, -0.51], [0.89, -2.52, 0.36], [2.86, -6.29, 1.43], [3.78, -5.56, 0.15], [2.03, -5.75, -0.07], [0.75, -2.01, -0.60], [0.78, -1.70, 1.07], [0.16, -3.33, 0.37], [-3.16, -3.09, 2.02], [-2.36, -4.04, 2.56], [-2.88, -5.08, 3.05], [-1.09, -3.92, 2.58], [-2.48, -2.44, 1.86], [-4.59, -2.83, -4.07], [-3.81, -3.55, -3.24], [-3.81, -4.76, -3.48], [-3.16, -3.04, -2.30], [-4.85, -3.69, -4.40], [-1.90, -1.02, -0.61], [-1.64, 0.31, -0.40], [-2.61, 1.09, -0.38], [-0.46, 0.71, -0.29], [-2.83, -0.94, -0.84]],
  "nbo_charge": [-0.7650, 0.7021, -0.4146, -0.5820, 0.4386, 0.4501, -0.4257, 0.2550, 0.2794, 0.2789, 0.2832, 0.2623, 0.2310, -0.7298, 0.7404, -0.4934, -0.6049, 0.4700, 0.5248, -0.4486, 0.2340, 0.3002, 0.2511, 0.2253, 0.2335, 0.2594, -0.7813, 0.7074, -0.4723, -0.5883, 0.4478, 0.4412, -0.4281, 0.2982, 0.3129, 0.2784, 0.2771, 0.2520, 0.2461, -0.7412, 0.7083, -0.4274, -0.5976, 0.4335, 0.4266, -0.3895, 0.2887, 0.2403, 0.2695, 0.1998, 0.2511, 0.3119, -0.7065, 0.9233, -0.7645, -0.8980, 0.4631, -0.7367, 0.9095, -0.7967, -0.8462, 0.4974, -0.7453, 0.9409, -0.7965, -0.8946, 0.5305],
  "e_tot_ha": -1789.1448,
  "charge": 1,
  "e_above_lowest_kj_mol": 672.8,
  "lumo_ev": -4.6202
}

=====

(2)
{
  "formula": "C15H36BNO2P",
  "method": "wB97M-V/def2-TZVPD",
  "symbols": ["C", "C", "C", "C", "C", "C", "P", "O", "C", "C", "C", "C", "C", "C", "C", "B", "O", "N", "C", "C", "H", "H", "H", "H", "H", "H", "H", "H", "H", "H", "H", "H", "H", "H", "H", "H", "H", "H", "H", "H", "H", "H", "H", "H", "H", "H", "H", "H", "H", "H", "H", "H", "H", "H", "H", "H"],
  "positions_angstrom": [[-3.60, -4.14, 0.50], [-3.40, -5.01, -0.73], [-1.94, -5.11, -1.17], [-1.35, -3.78, -1.67], [0.02, -3.48, -1.05], [0.73, -2.31, -1.75], [0.42, -0.73, -0.96], [0.96, -0.76, 0.52], [1.81, 0.28, 1.09], [1.08, 1.57, 1.51], [-0.42, 1.53, 1.18], [1.31, 1.89, 3.00], [1.78, 3.33, 3.29], [3.04, 3.69, 2.49], [0.68, 4.39, 3.09], [1.08, 0.80, -2.04], [2.45, 0.85, -2.03], [0.24, 1.69, -2.73], [-1.10, 1.23, -3.12], [0.36, 3.11, -2.36], [-4.65, -4.14, 0.81], [-3.35, -3.09, 0.30], [-2.99, -4.49, 1.33], [-3.78, -6.01, -0.52], [-3.99, -4.62, -1.57], [-1.87, -5.84, -1.97], [-1.34, -5.51, -0.34], [-1.24, -3.82, -2.75], [-2.05, -2.97, -1.44], [0.64, -4.37, -1.15], [-0.10, -3.28, 0.02], [0.32, -2.17, -2.76], [1.81, -2.45, -1.87], [-0.97, -0.67, -0.86], [2.25, -0.20, 1.96], [2.63, 0.47, 0.41], [1.51, 2.39, 0.93], [-0.95, 2.31, 1.72], [-0.86, 0.57, 1.45], [-0.62, 1.70, 0.11], [0.37, 1.71, 3.54], [2.04, 1.21, 3.44], [2.05, 3.35, 4.34], [2.80, 4.16, 1.53], [3.69, 2.82, 2.32], [3.63, 4.42, 3.05], [1.13, 5.35, 2.84], [0.11, 4.54, 4.01], [-0.01, 4.13, 2.28], [2.87, 1.66, -1.71], [-1.43, 0.35, -2.56], [-1.85, 2.01, -2.97], [-1.12, 0.96, -4.17], [1.09, 3.63, -2.99], [-0.60, 3.60, -2.52], [0.66, 3.25, -1.32]],
  "nbo_charge": [-0.6093, -0.3924, -0.3975, -0.4024, -0.3993, -0.7593, 1.3758, -0.7899, -0.0564, -0.2733, -0.6141, -0.3832, -0.2196, -0.6173, -0.6123, 0.8122, -0.9019, -0.6871, -0.4014, -0.4087, 0.2240, 0.1846, 0.2048, 0.2151, 0.1975, 0.2174, 0.1993, 0.2049, 0.1928, 0.2321, 0.2142, 0.2564, 0.2760, -0.0186, 0.2170, 0.1978, 0.2044, 0.2400, 0.2190, 0.1890, 0.2150, 0.2080, 0.2128, 0.1960, 0.2013, 0.2314, 0.2173, 0.2239, 0.1910, 0.5225, 0.1839, 0.2151, 0.2181, 0.2192, 0.2243, 0.1899],
  "e_tot_ha": -1164.4009,
  "charge": 1,
  "e_above_lowest_kj_mol": 22.1,
  "lumo_ev": -3.1904
}

=====

(3)
{
  "formula": "C15H36InN4O5S",
  "method": "wB97M-V/def2-TZVPD",
  "symbols": ["C", "C", "C", "C", "C", "In", "O", "C", "O", "N", "O", "N", "C", "S", "H", "H", "H", "H", "H", "H", "H", "H", "H", "H", "H", "H", "H", "H", "C", "C", "C", "O", "C", "N", "H", "H", "H", "H", "H", "H", "H", "H", "H", "H", "H", "C", "C", "C", "O", "C", "N", "H", "H", "H", "H", "H", "H", "H", "H", "H", "H", "H"],
  "positions_angstrom": [[1.40, -0.14, 2.21], [1.16, 1.31, 1.82], [2.47, 1.97, 1.40], [0.45, 2.10, 2.95], [-0.74, 2.96, 2.52], [-2.20, 2.04, 1.19], [-4.06, 2.82, 1.44], [-2.34, -0.17, 1.26], [-3.10, -0.55, 2.44], [-2.63, -1.64, 3.06], [-3.19, -1.83, 4.08], [-1.63, 2.55, -0.88], [-1.87, 1.79, -1.73], [-2.29, 0.88, -2.98], [2.29, -0.22, 2.85], [0.56, -0.57, 2.77], [1.56, -0.79, 1.34], [0.52, 1.32, 0.93], [3.02, 1.37, 0.66], [3.12, 2.10, 2.27], [2.30, 2.96, 0.95], [1.21, 2.75, 3.41], [0.15, 1.40, 3.74], [-0.37, 3.87, 2.03], [-1.30, 3.29, 3.40], [-4.55, 2.32, 2.10], [-1.35, -0.63, 1.35], [-2.84, -0.61, 0.39], [0.05, 1.37, -6.63], [0.21, 2.61, -5.76], [-0.08, 3.93, -6.49], [0.94, 4.37, -7.37], [0.92, 3.79, -8.66], [1.53, 2.59, -5.13], [0.91, 1.24, -7.30], [-0.01, 0.49, -6.00], [-0.85, 1.42, -7.24], [-0.54, 2.54, -4.97], [-0.17, 4.72, -5.74], [-1.03, 3.87, -7.03], [-0.11, 3.61, -8.99], [1.46, 2.84, -8.70], [1.39, 4.50, -9.34], [1.59, 3.32, -4.43], [2.22, 2.82, -5.83], [0.76, -5.54, 5.47], [-0.36, -4.67, 4.90], [-0.67, -4.95, 3.43], [0.27, -4.44, 2.51], [1.42, -5.23, 2.29], [-0.06, -3.26, 5.18], [1.74, -5.18, 5.14], [0.75, -5.49, 6.56], [0.65, -6.58, 5.16], [-1.27, -4.91, 5.45], [-1.61, -4.45, 3.18], [-0.81, -6.03, 3.26], [1.17, -6.30, 2.33], [2.22, -5.03, 3.01], [1.78, -4.99, 1.29], [-0.86, -2.69, 4.93], [0.68, -2.96, 4.55]],
  "lowdin_charge": [-0.0915, -0.4555, -0.0895, -0.2821, -0.2697, 0.8326, -0.3934, -0.2147, -0.1744, -0.1003, -0.0008, -0.0105, -1.0062, 0.5141, 0.0803, 0.0545, 0.0804, 0.0993, 0.0742, 0.0748, 0.0779, 0.0984, 0.0982, 0.0364, 0.0315, -0.0555, 0.0295, 0.0455, -0.0704, -0.4373, -0.2035, -0.1923, -0.1219, 0.0428, 0.0613, 0.0731, 0.0767, 0.1038, 0.1227, 0.1186, 0.0872, 0.0732, 0.0824, 0.0724, 0.0638, -0.0756, -0.4339, -0.2093, -0.1844, -0.1164, 0.0510, 0.0622, 0.0712, 0.0736, 0.1348, 0.1138, 0.1178, 0.0868, 0.0738, 0.0863, 0.0451, 0.0669],
  "e_tot_ha": -1776.6138,
  "charge": -1,
  "lumo_ev": 2.5810
}